The following is a quantum chemistry calculation of C37H29ClN4O6Y as an isolated structure, from the Open Molecules 2025 dataset.

Properties
Net charge: +1
Energy above the lowest of the compared OMol25 structures with the same formula, charge and spin, kJ/mol: 367.4
HOMO, eV: -9.7
Multiplicity: 1
E_LUMO, eV: -4.0412
HOMO-LUMO gap, eV: 5.70

Each line ends with the Löwdin charge.
Geometry (Å):
Y  0.23  -0.16  0.02  1.589
O  -1.92  5.81  5.54  0.136
C  -0.87  5.09  5.12  -0.477
O  0.16  5.08  5.74  0.144
C  -1.04  4.29  3.86  -0.117
C  0.12  3.90  3.19  0.007
C  0.05  3.14  2.05  -0.021
C  -1.19  2.75  1.55  -0.275
C  -2.35  3.11  2.22  -0.005
C  -2.27  3.88  3.38  -0.003
N  -1.24  1.95  0.38  0.026
C  -1.97  2.34  -0.59  -0.045
C  -2.16  1.48  -1.77  -0.254
C  -2.94  1.89  -2.83  0.008
C  -3.17  1.01  -3.88  -0.013
C  -2.62  -0.25  -3.82  -0.015
C  -1.82  -0.59  -2.73  -0.094
N  -1.60  0.25  -1.73  0.032
H  -2.63  5.82  4.89  0.101
H  1.08  4.21  3.60  0.132
H  0.96  2.85  1.54  0.102
H  -3.31  2.76  1.87  0.122
H  -3.19  4.11  3.91  0.123
H  -2.49  3.30  -0.57  0.147
H  -3.37  2.89  -2.83  0.125
H  -3.78  1.31  -4.73  0.125
H  -2.78  -0.98  -4.61  0.125
H  -1.33  -1.56  -2.67  0.093
N  0.13  -3.24  -2.20  0.110
C  1.33  -2.73  -1.56  -0.529
C  2.26  -3.83  -1.07  0.022
C  3.58  -3.78  -1.19  0.015
C  4.18  -2.66  -2.02  -0.198
C  4.15  -1.34  -1.27  -0.059
C  5.05  -0.64  -0.51  0.039
C  4.65  0.59  -0.01  -0.042
C  3.37  1.04  -0.24  -0.102
N  2.48  0.36  -0.99  0.015
C  2.90  -0.79  -1.51  -0.154
H  0.35  -3.77  -3.03  0.087
H  -0.31  -3.89  -1.55  0.100
H  1.78  -4.66  -0.55  0.123
H  4.23  -4.55  -0.78  0.116
H  5.15  -2.92  -2.44  0.164
H  6.04  -1.02  -0.29  0.133
H  5.33  1.19  0.59  0.112
H  3.04  2.00  0.14  0.112
O  3.27  -2.40  -3.09  0.001
C  2.16  -1.73  -2.48  -0.239
O  0.94  -2.00  -0.45  -0.310
C  1.39  -1.07  -3.61  -0.122
C  1.18  0.30  -3.69  -0.032
C  0.53  0.90  -4.78  0.019
C  0.11  0.07  -5.78  -0.231
O  -0.59  0.37  -6.91  0.035
C  -0.48  -0.81  -7.72  -0.114
O  -0.18  -1.89  -6.85  0.043
C  0.35  -1.30  -5.73  -0.199
C  0.99  -1.89  -4.68  0.071
H  1.55  0.95  -2.91  0.092
H  0.37  1.96  -4.83  0.127
H  0.34  -0.68  -8.44  0.146
H  -1.42  -0.99  -8.23  0.142
H  1.23  -2.95  -4.70  0.136
Cl  6.17  -0.25  3.21  0.673
C  4.44  -0.37  3.02  -0.696
C  3.90  -1.52  2.47  -0.114
C  2.53  -1.60  2.27  -0.053
C  1.66  -0.55  2.62  -0.362
C  0.21  -0.63  2.37  -0.240
C  2.26  0.59  3.19  -0.060
C  3.63  0.68  3.39  -0.107
H  4.54  -2.35  2.21  0.111
H  2.11  -2.50  1.84  0.107
H  -0.39  -0.10  3.10  0.045
H  -0.11  -1.68  2.35  0.042
H  1.62  1.39  3.54  0.096
H  4.06  1.56  3.85  0.110